Below is C38H32Cl6CsN6O as an isolated structure in a non-equilibrium geometry, with properties calculated with ωB97M-V/def2-TZVPD.

Computed properties:
HOMO level = -0.17504 Ha
total charge = -1
E_LUMO = 1.73 eV
calculated total energy = -126597.316 eV
energy above the lowest of the compared OMol25 structures with the same formula, charge and spin = 18.6 kcal per mole

```
84
Properties=species:S:1:pos:R:3:forces:R:3
Cs -0.200400 0.153100 0.209900 0.183 -0.190 -0.108
Cl 2.904700 1.015900 -0.058600 0.847 -0.915 -0.055
C 2.326000 2.648800 -0.041700 -0.902 0.774 0.017
C 0.947200 2.843400 -0.059000 0.866 1.192 -0.075
C 0.594200 4.190200 -0.032200 0.545 -0.672 -0.004
Cl -1.095700 4.568700 -0.024000 -0.882 0.187 -0.008
C 1.487500 5.252900 -0.005300 -0.016 0.097 0.003
Cl 0.952800 6.902400 0.013400 -0.026 0.057 0.003
C 2.849500 4.980700 0.007300 0.052 -0.013 0.000
Cl 3.997400 6.266700 0.041000 0.095 0.136 0.006
C 3.277600 3.658700 -0.006000 0.156 0.146 0.002
Cl 4.980700 3.331700 0.021600 0.070 -0.106 -0.002
N -8.059700 -7.754200 0.191300 -0.173 -0.163 0.010
C -7.217100 -6.975000 0.147700 -0.554 -0.579 0.019
C -6.186100 -6.014800 0.097800 0.753 0.776 -0.025
C -5.480200 -5.685600 1.256900 -0.157 -0.146 -0.100
C -4.495000 -4.722100 1.209500 0.080 0.113 -0.107
C -4.198900 -4.067900 0.016300 -0.317 -0.267 0.033
C -4.901400 -4.404900 -1.137800 0.112 0.080 0.095
C -5.885700 -5.370100 -1.103900 -0.112 -0.181 0.119
C -3.156800 -3.016300 -0.021800 0.379 0.184 -0.003
C -3.626400 -1.710000 0.087400 -0.430 -0.020 0.035
C -4.995100 -1.361300 0.317900 0.052 -0.146 -0.021
C -5.039000 0.005200 0.366900 -0.298 0.119 0.049
C -3.707100 0.436500 0.154600 -0.004 0.047 0.006
N -2.869000 -0.565800 -0.004000 -0.305 -0.163 -0.120
C -1.850300 -3.479900 -0.153200 -0.094 -0.328 -0.030
C -1.493200 -4.859100 -0.294100 -0.059 -0.017 -0.007
C -0.127300 -4.894400 -0.373400 -0.020 -0.297 -0.028
C 0.293100 -3.545300 -0.275500 -0.012 0.095 0.003
N -0.712400 -2.706400 -0.151200 0.046 0.071 -0.005
H -5.714400 -6.193200 2.181600 -0.017 -0.008 0.053
H -3.945800 -4.459300 2.102000 0.060 0.020 0.043
H -4.669700 -3.898600 -2.063300 0.036 0.056 -0.047
H -6.430500 -5.635300 -1.998100 -0.039 0.005 -0.053
H -5.807000 -2.056600 0.435000 -0.164 -0.031 0.028
H -5.897200 0.634300 0.527200 -0.107 0.059 0.011
H -3.370400 1.460700 0.103200 0.118 0.185 0.011
H -2.180300 -5.686200 -0.337800 -0.018 -0.130 -0.003
H 0.503400 -5.757400 -0.489400 0.088 -0.128 -0.012
H 1.314600 -3.197000 -0.290400 0.158 0.114 -0.009
C -0.875500 -2.987400 5.861600 -0.095 0.113 0.050
C -1.505700 -2.300000 7.084600 0.032 -0.154 -0.049
C -2.310800 -3.371000 7.838300 0.139 0.230 -0.120
C -0.350700 -1.834100 7.977900 -0.160 -0.030 -0.119
C -2.440800 -1.117900 6.636600 0.097 0.283 0.358
O -3.095000 -1.448500 5.420000 -0.192 -0.006 -0.215
C -3.581100 -0.760400 7.628000 0.229 0.013 -0.011
C -3.250200 -0.166000 9.002300 -0.081 -0.132 -0.116
C -2.711000 1.238400 8.981000 0.035 0.053 0.208
C -3.458500 2.276700 8.435700 0.074 -0.057 0.065
C -2.999300 3.579800 8.457600 0.048 0.062 0.015
C -1.773400 3.857900 9.040500 -0.037 -0.217 -0.009
Cl -1.211700 5.489600 9.115900 0.093 0.231 -0.023
C -1.002500 2.841500 9.576900 -0.008 0.145 -0.026
C -1.478400 1.543100 9.545200 -0.126 -0.011 0.009
C -1.680300 0.187100 6.309400 -0.550 -0.271 0.253
N -0.786500 0.076200 5.197000 0.087 -0.002 -0.626
C -1.057400 -0.077300 3.892000 0.016 -0.029 0.093
N 0.060000 -0.107600 3.204100 -0.087 -0.090 -0.329
C 1.012400 0.038500 4.143100 -0.120 -0.046 0.195
N 0.540400 0.151300 5.362100 0.634 0.137 0.590
H -0.305200 -3.851200 6.196700 0.082 -0.093 0.062
H -0.193400 -2.327900 5.336800 0.091 0.066 -0.116
H -1.623300 -3.330000 5.151800 -0.014 -0.073 -0.054
H -1.672700 -4.232100 8.024800 0.049 -0.086 0.002
H -3.162200 -3.716600 7.253400 -0.151 -0.088 -0.021
H -2.667600 -3.010000 8.799200 -0.111 0.013 0.122
H 0.190900 -2.707600 8.336300 0.065 -0.086 0.059
H -0.699400 -1.280800 8.843100 0.001 0.095 0.179
H 0.346400 -1.214700 7.420200 0.085 0.085 0.001
H -3.588100 -2.266400 5.539900 -0.035 -0.018 -0.021
H -4.182000 -1.657800 7.786200 -0.027 0.001 -0.074
H -4.217400 -0.052800 7.091800 -0.034 -0.053 -0.043
H -2.561000 -0.815500 9.539500 -0.031 0.001 0.106
H -4.186400 -0.151800 9.570900 0.074 -0.072 0.032
H -4.421100 2.069200 7.993400 -0.145 -0.029 -0.067
H -3.589400 4.376500 8.033000 -0.035 0.099 -0.023
H -0.043500 3.063200 10.018000 0.078 0.056 0.036
H -0.874200 0.758300 9.975600 0.052 -0.122 0.044
H -1.095700 0.524200 7.162200 -0.059 0.033 -0.173
H -2.430700 0.945600 6.068700 0.099 -0.019 0.085
H -2.047600 -0.183200 3.499400 -0.273 0.013 -0.074
H 2.060400 0.060100 3.919400 0.220 0.038 0.019
```
Forces are in eV/Å.

Atom charges from the Mulliken analysis, given in e for atoms 1 to 2: number 1, Cs, carries 1.56; number 2, Cl, carries -0.33

Below is C38H32GaN7S3 as an isolated structure in a non-equilibrium geometry, with properties calculated with ωB97M-V/def2-TZVPD.

Computed properties:
HOMO level (alpha / beta) = -0.21362 / -0.21360 Ha
total charge = 0
E_LUMO (alpha / beta) = -0.09 / -0.09 eV
calculated total energy = -135229.415 eV
energy above the lowest of the compared OMol25 structures with the same formula, charge and spin = 0.0 kcal per mole

```
81
Properties=species:S:1:pos:R:3:forces:R:3
Ga 0.000000 0.000000 0.000000 -0.776 -4.836 -2.840
C 0.958600 0.989600 2.304300 0.811 0.157 1.391
N 0.012300 -0.038000 1.908100 0.659 -0.110 3.334
C -1.358900 0.231600 2.302300 -0.464 0.569 1.209
C -2.098700 0.790700 1.152600 -1.925 1.524 0.065
N -1.579200 1.056100 -0.024700 -4.060 3.678 0.836
C -2.643300 1.438500 -0.807100 -0.061 1.400 -0.879
C -2.687600 1.783300 -2.165500 -0.637 0.706 -0.224
C -3.918000 2.128500 -2.739600 1.209 -0.061 0.373
C -5.087100 2.128500 -1.975700 -0.395 -0.066 0.870
C -5.068600 1.783000 -0.619400 0.229 0.142 -0.719
C -3.827300 1.442700 -0.076200 -0.336 0.155 -0.233
N -3.445200 1.042300 1.177100 0.693 -0.296 0.805
C 1.231000 1.874900 1.153700 1.079 2.130 0.061
N 0.657100 1.782400 -0.024700 0.579 3.979 1.171
C 1.295100 2.715600 -0.807400 -0.165 0.716 -1.730
C 1.131700 3.017900 -2.166800 0.278 0.209 0.013
C 1.925500 4.019400 -2.740900 -0.550 -0.678 0.324
C 2.869300 4.708300 -1.975900 0.222 0.023 0.657
C 3.054300 4.420400 -0.618700 -0.384 -0.059 -0.525
C 2.248900 3.416400 -0.075500 0.186 0.277 -0.467
N 2.172200 2.870000 1.178400 -0.575 -0.470 1.162
H 0.635200 1.561600 3.181100 -0.256 0.012 -0.081
H 1.898600 0.499000 2.585900 -0.184 0.274 -0.097
H 0.329200 -1.009700 2.284400 -0.841 2.515 -0.886
H -1.829100 -0.720300 2.578400 0.083 0.820 0.257
H -1.437100 0.880100 3.182100 0.163 0.185 -0.127
H -1.778600 1.765600 -2.751800 -0.050 0.017 -0.105
H -3.958500 2.394000 -3.792800 0.013 -0.061 0.184
H -6.031000 2.397000 -2.445300 0.171 -0.076 0.129
H -5.977200 1.774800 -0.028400 0.085 -0.016 -0.040
H -4.058400 0.909200 1.965700 0.143 -0.075 -0.018
H 0.408300 2.467900 -2.753900 0.044 0.048 -0.087
H 1.804800 4.255900 -3.794900 0.032 -0.055 0.200
H 3.476100 5.479400 -2.445600 -0.096 -0.163 0.130
H 3.792700 4.949000 -0.027000 -0.053 -0.086 -0.037
H 2.745000 3.124000 1.968000 -0.068 -0.142 -0.055
S 7.826500 1.318200 -0.491500 -0.479 -0.586 0.183
C 6.347600 0.570100 -0.243700 0.667 -0.508 0.324
S 4.875500 1.371500 -0.791200 0.808 -0.705 0.422
C 3.961700 0.100700 -0.052700 -0.410 -0.575 0.283
N 4.636900 -0.846300 0.505200 0.717 0.154 -0.070
N 6.001400 -0.624800 0.393300 0.167 1.230 -0.629
C 6.812700 -1.658400 0.970200 0.493 -0.560 0.403
C 8.197000 -1.767800 0.790000 0.462 -0.050 -0.196
C 8.937000 -2.801900 1.384400 -0.684 0.144 -0.001
C 8.305600 -3.761000 2.167600 0.183 -0.004 -0.022
C 6.931500 -3.691300 2.350600 -0.067 0.654 -0.446
C 6.199800 -2.656600 1.756600 -0.400 -0.025 0.254
S 2.263400 0.000000 0.000000 5.577 -2.621 -1.151
H 8.752200 -1.085800 0.161700 -0.296 0.197 0.065
H 10.010100 -2.854600 1.221000 -0.193 0.082 -0.029
H 8.878700 -4.561800 2.624500 -0.039 0.085 -0.045
H 6.415600 -4.434900 2.951300 0.032 0.137 -0.107
H 5.123300 -2.634400 1.925400 0.363 0.118 -0.187
C -5.864200 -3.235000 -2.476500 0.137 0.189 0.041
C -4.988200 -3.849300 -1.580600 0.241 0.624 -0.068
C -3.861400 -3.163400 -1.116400 -0.568 0.058 -0.608
C -3.603400 -1.841200 -1.534300 0.409 -0.172 -0.369
C -4.482200 -1.248400 -2.460200 -0.349 -0.625 0.153
C -5.608300 -1.937100 -2.920100 0.360 -0.202 0.383
C -2.404000 -1.059800 -1.109300 -0.056 -2.166 0.556
C -1.627200 -1.182700 0.000000 -2.230 -2.805 0.092
C -1.879200 -2.028700 1.214000 -0.286 -1.167 -2.105
C -3.187100 -2.303600 1.667300 0.222 -0.342 0.832
C -3.401800 -3.064900 2.819900 0.520 0.393 -0.221
C -2.318100 -3.554900 3.548000 -0.003 0.038 0.046
C -1.017200 -3.275200 3.130600 -0.369 0.411 -0.356
C -0.797100 -2.512600 1.979700 -0.604 -1.693 0.490
H -6.734300 -3.768700 -2.836300 -0.010 -0.010 -0.009
H -5.176800 -4.863200 -1.251900 0.034 -0.017 0.004
H -3.189200 -3.686100 -0.453800 0.162 0.125 -0.007
H -4.301800 -0.243100 -2.821700 0.090 -0.214 0.082
H -6.280900 -1.464200 -3.624100 -0.004 0.016 -0.027
H -2.102200 -0.301600 -1.828100 -0.123 -0.778 -0.063
H -4.050400 -1.914600 1.146700 0.111 0.018 -0.221
H -4.411400 -3.268300 3.152800 -0.030 -0.006 -0.017
H -2.486100 -4.142700 4.441200 0.004 -0.038 -0.026
H -0.175900 -3.647800 3.700800 0.030 -0.005 -0.010
H 0.225400 -2.317600 1.686900 -0.090 -0.891 -0.601
H 0.497700 -1.531700 0.000000 0.698 -0.199 -1.044
```
Forces are in eV/Å.

Atom charges from the Mulliken analysis, given in e for atoms 1 to 2: number 1, Ga, carries 1.17; number 2, C, carries -1.31

Below is C38H32N11O2ReS as an isolated structure, with properties calculated with ωB97M-V/def2-TZVPD.

Computed properties:
HOMO level (alpha / beta) = -0.55720 / -0.55718 Ha
total charge = +3
E_LUMO (alpha / beta) = -8.81 / -10.42 eV
calculated total energy = -73350.602 eV
spin multiplicity = 4
energy above the lowest of the compared OMol25 structures with the same formula, charge and spin = 0.0 kcal per mole

```
85
Properties=species:S:1:pos:R:3:forces:R:3
Re -0.124595 -1.866911 -1.001333 -0.150 0.194 0.275
C -3.861431 2.216752 -1.775318 -0.071 -0.018 -0.011
N -2.991633 1.039581 -2.008128 0.195 -0.132 0.124
C -2.312083 0.329636 -1.130707 0.019 -0.026 0.053
N -1.555378 -0.571881 -1.781768 -0.190 0.242 0.001
C -1.846622 -0.328111 -3.104585 0.009 -0.038 -0.139
N -2.701143 0.636982 -3.259374 -0.011 -0.068 -0.195
C -3.040636 3.393009 -1.314422 -0.046 0.073 -0.027
C -2.821819 4.506455 -2.115627 0.039 -0.023 0.075
C -2.029505 5.552562 -1.648218 -0.040 -0.054 0.002
C -1.419116 5.475983 -0.407395 -0.022 -0.087 0.026
C -1.627133 4.348888 0.387895 0.020 0.087 -0.039
C -2.465271 3.336823 -0.055232 0.024 0.079 -0.040
C -0.920410 4.156337 1.649932 -0.080 0.039 -0.098
N -0.011460 4.869578 2.209605 0.136 -0.087 -0.033
N 0.448028 4.135168 3.300863 -0.153 0.064 -0.033
C -0.244111 3.052429 3.320629 0.037 -0.148 0.059
O -1.135601 2.980817 2.298055 0.146 0.128 0.096
C -0.166185 1.908487 4.225180 0.040 0.016 0.005
C 0.611230 1.966465 5.379139 -0.051 -0.028 -0.062
C 0.686713 0.855373 6.201882 -0.029 -0.046 -0.030
C 0.004935 -0.310483 5.874107 -0.008 0.048 -0.097
C -0.778964 -0.365720 4.724676 0.071 -0.071 0.125
C -1.546747 -1.628414 4.409754 0.005 -0.061 0.077
N -1.638340 -1.863695 2.958313 0.178 -0.006 -0.212
C -0.685297 -1.762157 2.050945 0.063 0.113 0.057
N -1.197466 -2.032704 0.840257 0.126 0.107 0.194
C -2.513372 -2.304496 1.110420 -0.136 -0.071 -0.076
N -2.802509 -2.200996 2.375169 -0.169 -0.082 -0.014
C -0.868615 0.750254 3.908294 0.028 0.041 0.073
H -4.601631 1.918762 -1.032452 -0.007 0.048 -0.018
H -4.364005 2.391372 -2.723892 0.020 0.017 0.042
H -2.343952 0.469230 -0.067074 -0.002 -0.002 0.095
H -1.426727 -0.880394 -3.925926 0.027 -0.025 -0.050
H -3.274101 4.571147 -3.095182 -0.033 0.001 -0.067
H -1.883422 6.428481 -2.263701 -0.001 0.024 -0.021
H -0.792771 6.279451 -0.045640 0.034 0.021 0.015
H -2.673925 2.509795 0.607126 -0.026 -0.065 0.060
H 1.136771 2.878066 5.623954 0.031 0.050 0.006
H 1.281709 0.892816 7.102869 0.010 0.000 0.033
H 0.078392 -1.172285 6.523589 -0.004 -0.053 0.035
H -2.580637 -1.602279 4.756628 0.058 0.049 -0.016
H -1.060949 -2.496905 4.856303 -0.070 0.027 0.026
H 0.324437 -1.453641 2.261954 0.026 -0.005 0.005
H -3.239824 -2.571791 0.363483 -0.081 -0.021 -0.062
H -1.495441 0.741737 3.027000 -0.043 0.003 -0.045
C 2.557595 -4.864591 0.804084 -0.037 -0.007 -0.064
S 0.965580 -5.033640 0.024637 -0.039 -0.039 0.136
C 1.391714 -6.053179 -1.370997 0.017 0.038 0.074
O 0.730223 -3.641629 -0.636733 0.202 0.066 -0.215
H 3.280246 -4.480538 0.087435 0.013 0.018 -0.021
H 2.846295 -5.856112 1.151318 0.012 -0.072 0.023
H 2.449274 -4.205388 1.661524 -0.020 0.031 0.011
H 1.637409 -7.039951 -0.979054 0.013 -0.055 0.028
H 2.237384 -5.620108 -1.900227 0.019 0.026 -0.022
H 0.514511 -6.126230 -2.008801 -0.038 0.007 -0.017
N 4.545933 6.120328 2.447217 0.128 0.232 0.106
C 4.041422 5.181062 2.026715 -0.082 -0.152 -0.073
C 3.413414 4.008234 1.500893 -0.020 -0.034 -0.002
C 3.665819 2.766975 2.095271 -0.019 -0.044 -0.031
C 3.045619 1.641461 1.606682 -0.011 0.065 0.060
C 2.148721 1.751817 0.524998 -0.072 -0.022 0.029
C 1.911297 3.004704 -0.074968 0.014 0.076 0.037
C 2.549471 4.123205 0.408104 -0.071 -0.053 -0.004
C 1.460347 0.624349 0.060558 0.102 0.141 0.082
C 0.836080 -0.362027 -0.356945 -0.068 -0.451 -0.229
H 4.342475 2.706680 2.935332 0.015 -0.007 0.014
H 3.226774 0.677764 2.059965 0.020 -0.042 0.012
H 1.220817 3.084104 -0.903619 -0.024 0.002 -0.021
H 2.370511 5.093761 -0.029415 -0.003 0.039 -0.017
N 2.119062 -1.667900 -4.601516 -0.064 0.068 0.160
C 1.776780 -1.241263 -3.388778 0.112 0.145 0.040
N 0.775788 -1.950879 -2.877710 0.079 -0.014 -0.136
C 0.445426 -2.905864 -3.849962 -0.041 -0.099 -0.097
C -0.552057 -3.879685 -3.862984 0.054 0.000 -0.080
C -0.643559 -4.663797 -4.995791 0.007 0.015 0.009
C 0.228033 -4.489451 -6.084475 0.013 0.025 0.008
C 1.210477 -3.520573 -6.083964 -0.085 -0.029 0.073
C 1.292725 -2.731245 -4.942072 -0.088 -0.116 -0.025
H 2.847462 -1.265159 -5.174016 0.015 0.007 0.005
H 2.256112 -0.418290 -2.885733 0.041 0.028 0.021
H -1.247667 -4.016907 -3.042501 -0.031 0.003 0.049
H -1.410269 -5.422560 -5.057759 -0.024 -0.033 -0.005
H 0.115070 -5.124890 -6.950293 -0.004 -0.030 -0.036
H 1.868298 -3.382162 -6.928463 0.047 0.013 -0.056
```
Forces are in eV/Å.

Atom charges from the Mulliken analysis, given in e for atoms 1 to 2: number 1, Re, carries 1.82; number 2, C, carries -1.20